Record 1
The following is a quantum chemistry calculation of 2 unconnected molecules or ions with the total composition C5H12NO2, from the OMol25 dataset.

## Properties
Energy = -10958.299 eV
⟨S²⟩ = 0.755
LUMO (alpha / beta) = 0.2608 / 0.2546 Ha
Orbital gap (alpha / beta) = 5.68 / 6.51 eV
Energy relative to the best compared isomer or geometry (same formula, charge and spin) = 3.3288 eV

ORCA input file:
```
! RIJCOSX wB97M-V def2-TZVPD def2/J DEFGRID3
* xyz -2 2
C -2.5455 0.6528 0.6622
O -3.1550 -0.4894 1.0215
C -1.1579 0.4007 -0.0150
C -0.2872 -0.6150 0.7719
C 0.8687 -1.2987 -0.0891
C 2.2059 -0.4433 -0.1934
O 2.2714 0.8023 0.2012
N -0.4032 1.5995 -0.4212
H -3.0936 1.2492 -0.1763
H -2.2879 1.3850 1.4686
H -1.3642 0.0290 -1.0330
H -0.9538 -1.3412 1.2417
H 0.4297 -0.2206 1.5146
H 0.5652 -1.5329 -1.1256
H 1.2415 -2.2404 0.3397
H 2.4672 -0.3918 -2.3860
H 3.1243 -1.1524 -0.0876
H 2.2629 -0.3621 -1.4298
H -0.7932 2.4558 -0.0451
H 0.6048 1.5134 -0.2193
*
```

Atomic partial charges in e from the Mulliken method, atoms 1 to 6: atom 1 (C): -0.594, atom 2 (O): -0.904, atom 3 (C): 0.282, atom 4 (C): -0.671, atom 5 (C): -0.949, atom 6 (C): -0.051

***

Record 2
The following is a quantum chemistry calculation of a gas-phase ion, C5H12NO2 (charge +1), from the OMol25 dataset.

## Properties
Energy = -10955.246 eV
LUMO = -0.1131 Ha
SMILES string = CO[C@@H](O)[NH2+]C1CC1
Orbital gap = 11.94 eV
Energy relative to the best compared isomer or geometry (same formula, charge and spin) = 3.3737 eV

ORCA input file:
```
! RIJCOSX wB97M-V def2-TZVPD def2/J DEFGRID3
* xyz 1 1
C -2.9421 0.5304 0.8981
O -1.9543 0.4912 0.0128
C -1.1706 -0.5540 -0.0475
O -1.1256 -1.1470 -1.3201
N 0.1576 0.1155 0.3467
C 1.3856 0.1715 -0.6555
C 2.5069 -0.8395 -0.7293
C 2.5926 0.5087 0.1008
H -2.6661 0.8897 1.9148
H -3.3155 -0.5050 1.0208
H -3.7257 1.1939 0.5705
H -1.4393 -1.3696 0.6470
H -1.2653 -0.4519 -1.9620
H 0.6504 -0.0862 1.2299
H -0.1484 1.0834 0.4533
H 1.2664 0.6053 -1.5816
H 2.9367 -0.8376 -1.6580
H 2.4955 -1.7672 -0.1998
H 2.6488 0.4881 1.1463
H 3.1124 1.4803 -0.1874
*
```

Atomic partial charges in e from the Mulliken method, atoms 1 to 6: atom 1 (C): -0.705, atom 2 (O): -0.415, atom 3 (C): -0.151, atom 4 (O): -0.457, atom 5 (N): -0.076, atom 6 (C): -0.073

***

Record 3
The following is a quantum chemistry calculation of 2 unconnected molecules or ions with the total composition C5H12NO2PS, from the OMol25 dataset.

## Properties
Energy = -31089.453 eV
LUMO = 0.0205 Ha
SMILES string = CP(C)(=O)O.C1=NCCS1
Orbital gap = 9.77 eV
Energy relative to the best compared isomer or geometry (same formula, charge and spin) = 1.2404 eV

ORCA input file:
```
! RIJCOSX wB97M-V def2-TZVPD def2/J DEFGRID3
* xyz 0 1
C -0.9346 1.9904 -0.8433
P 0.2117 2.1047 0.5771
C 1.7969 1.5379 -0.0630
O 0.2853 3.2705 1.4844
O -0.2986 0.7831 1.3940
H -1.7967 2.5932 -0.5939
H -1.2623 0.9578 -1.0111
H -0.4658 2.4353 -1.6926
H 2.5726 1.8797 0.5878
H 1.7269 0.4281 0.0965
H 2.0114 1.8221 -1.0765
H -0.1486 0.8659 2.2870
C -0.9899 -1.2979 -1.3076
N -1.7278 -1.7455 -0.4120
C -0.8539 -2.6308 0.3948
C 0.6279 -2.1983 0.3650
S 0.6480 -1.7890 -1.4581
H -1.4314 -0.6078 -2.0568
H -1.0462 -3.7503 0.1538
H -1.0794 -2.5304 1.4926
H 0.8070 -1.2553 0.8962
H 1.3475 -2.8633 0.7857
*
```

Atomic partial charges in e from the Mulliken method, atoms 1 to 6: atom 1 (C): -0.809, atom 2 (P): 0.935, atom 3 (C): -0.721, atom 4 (O): -0.735, atom 5 (O): -0.511, atom 6 (H): 0.355

***

Record 4
The following is a quantum chemistry calculation of a gas-phase ion, C5H12NO3S (charge -1), from the OMol25 dataset.

## Properties
Energy = -23846.390 eV
LUMO = 0.1215 Ha
Orbital gap = 5.44 eV
Energy relative to the best compared isomer or geometry (same formula, charge and spin) = 0.6855 eV

ORCA input file:
```
! RIJCOSX wB97M-V def2-TZVPD def2/J DEFGRID3
* xyz -1 1
C -0.5795 2.7621 0.7689
N 0.2565 2.7223 -0.3752
C 0.5846 1.4018 -0.6822
C -0.5474 0.4790 -1.2028
C -0.2249 -1.0162 -1.2272
C -0.5649 -1.7197 0.0935
S 0.7669 -2.4322 1.0230
O 0.2027 -2.9016 2.2545
O 1.5030 -3.3538 0.2078
O 1.7545 -1.2401 1.3265
H -1.6324 2.3996 0.6687
H -0.6609 3.7835 1.1629
H -0.1672 2.1329 1.6205
H 1.0035 0.8602 0.2463
H 1.3987 1.3526 -1.4228
H -0.8194 0.8202 -2.2046
H -1.4305 0.6446 -0.5795
H 0.8299 -1.1908 -1.4644
H -0.7996 -1.4997 -2.0187
H -1.0881 -1.0490 0.7772
H -1.1925 -2.6042 -0.0340
H 1.4071 -0.3515 1.0616
*
```

Atomic partial charges in e from the Mulliken method, atoms 1 to 6: atom 1 (C): -0.729, atom 2 (N): -0.891, atom 3 (C): 0.564, atom 4 (C): -0.627, atom 5 (C): -0.453, atom 6 (C): -0.866

***

Record 5
The following is a quantum chemistry calculation of a single C5H12NOPS2 molecule, from the OMol25 dataset.

## Properties
Energy = -39878.673 eV
LUMO = 0.0202 Ha
SMILES string = CC[P@@](=S)(NC(C)=O)SC
Orbital gap = 9.29 eV
Energy relative to the best compared isomer or geometry (same formula, charge and spin) = 0.0000 eV

ORCA input file:
```
! RIJCOSX wB97M-V def2-TZVPD def2/J DEFGRID3
* xyz 0 1
C 1.1785 2.7839 -0.0548
C 0.0957 2.0768 0.7452
P -0.5216 0.5690 -0.1279
S -1.0490 0.8394 -1.9768
N 0.8633 -0.4438 0.0876
C 0.6859 -1.7464 -0.2786
C 1.9107 -2.6175 -0.2424
O -0.4232 -2.1122 -0.5891
S -1.9702 -0.1161 1.2408
C -3.1297 -0.9131 0.0958
H 2.0825 2.1814 -0.1300
H 0.8197 2.9842 -1.0631
H 1.4382 3.7301 0.4150
H -0.7742 2.7279 0.8566
H 0.4361 1.7934 1.7437
H 1.7699 -0.0822 0.3470
H 2.3521 -2.6016 0.7522
H 1.6357 -3.6353 -0.5020
H 2.6444 -2.2491 -0.9570
H -2.8769 -1.9648 0.0097
H -3.0424 -0.4261 -0.8752
H -4.1255 -0.7778 0.5034
*
```

Atomic partial charges in e from the Mulliken method, atoms 1 to 6: atom 1 (C): -1.112, atom 2 (C): -0.614, atom 3 (P): 0.538, atom 4 (S): -0.403, atom 5 (N): -0.168, atom 6 (C): 0.735

***

Record 6
The following is a quantum chemistry calculation of a gas-phase ion, C5H12NOS (charge -1), from the OMol25 dataset.

## Properties
Energy = -19749.241 eV
LUMO = 0.1045 Ha
SMILES string = C[C@H](CCS)NC[O-]
Orbital gap = 5.03 eV
Energy relative to the best compared isomer or geometry (same formula, charge and spin) = 4.9889 eV

ORCA input file:
```
! RIJCOSX wB97M-V def2-TZVPD def2/J DEFGRID3
* xyz -1 1
C -0.3076 1.6819 0.7314
C -0.4150 0.3993 -0.2306
C -0.7388 -0.8562 0.6912
C -0.4968 -2.1124 -0.0007
S -1.0703 -3.5464 1.1781
N 0.7362 0.1713 -1.0473
C 1.5616 1.3333 -1.3626
O 2.7691 1.5031 -0.9178
H 0.3271 2.5210 0.1563
H -1.0766 2.4111 0.8196
H -0.0699 1.3897 1.6521
H -1.3846 0.5347 -0.8461
H 0.0703 -0.6791 1.4397
H -1.7302 -0.6839 1.2085
H 0.2650 -2.1788 -0.7127
H -1.2945 -2.1378 -0.8189
H -1.2699 -2.8010 2.2084
H 1.4347 -0.5424 -0.5921
H 1.6667 1.3799 -2.5072
H 1.0237 2.2130 -1.0493
*
```

Atomic partial charges in e from the Mulliken method, atoms 1 to 6: atom 1 (C): -1.229, atom 2 (C): 0.402, atom 3 (C): -1.320, atom 4 (C): -0.629, atom 5 (S): -0.290, atom 6 (N): -0.164